(1)
A structure of composition C30H62O5P2PdS2Si. Source: the Open Molecules 2025 dataset; level of theory: wB97M-V/def2-TZVPD.

Relative energy (zero: lowest compared OMol25 entry of this formula, charge and spin) in kJ/mol: 0.0
HOMO energy in eV: -1.16
Net charge: -2
Kohn-Sham gap in eV: 5.3
Largest force on an atom in eV/A: 0.6
Calculated total energy in eV: -93966.6999
LUMO level in hartree: 0.15200

Last column: Löwdin charge in e.
CARTESIAN COORDINATES (ANGSTROEM)
Pd (-1.6665, 0.6198, -1.2064)  0.4297
S (-4.8593, 0.8675, 3.1683)  0.1060
S (-1.8145, 0.9840, 1.6353)  0.3236
P (-3.0871, 0.0782, 2.8408)  -0.1858
P (2.3625, 0.3875, -0.5885)  0.8020
Si (-3.2251, -1.9774, -2.3606)  0.1911
O (-2.3452, -0.2557, 4.2701)  -0.3419
O (1.1571, -0.2831, -0.0234)  -0.3334
O (-1.6922, 2.9174, -1.8156)  -0.1395
O (-1.8603, -1.1774, -2.5649)  -0.4329
O (-3.3659, -1.4527, 2.4089)  -0.3489
C (-2.4038, 1.7087, -3.7911)  -0.0696
C (2.0192, -2.2295, -2.7879)  -0.1939
C (1.0993, 0.3685, -3.0565)  -0.2034
C (1.3619, 4.8132, 0.5064)  -0.1960
C (3.9010, -0.3360, 0.1543)  -0.3296
C (-1.1839, -2.2319, 1.4548)  -0.0929
C (3.1092, -1.1596, -2.8117)  -0.2077
C (-0.1308, 0.5693, 4.7418)  -0.0750
C (-4.1664, -1.2762, -0.8875)  -0.1696
C (4.5053, -2.3542, 1.5834)  -0.2062
C (-2.9716, -3.8447, -2.0763)  -0.1913
C (4.3278, 0.3513, 1.4671)  -0.2012
C (-2.4676, -2.5502, 2.2036)  -0.4611
C (3.5768, -0.2509, 2.6501)  -0.1947
C (-4.3552, -1.9095, -3.8920)  -0.1985
C (3.6658, -1.8462, 0.4138)  -0.1981
C (2.5034, 0.2010, -2.4086)  -0.3305
C (0.7322, 3.5828, 1.1480)  -0.2110
C (-2.1967, -3.2462, 3.5311)  -0.0649
C (1.7079, 2.4058, 1.1643)  -0.1960
C (2.4068, 2.1825, -0.2091)  -0.3295
C (-2.1222, 2.0852, 5.0781)  -0.1022
C (1.8161, 4.5191, -0.9393)  -0.1870
C (0.9435, -0.5102, -4.2952)  -0.1978
C (1.0660, -2.0048, -3.9657)  -0.1953
C (-3.9800, 2.1958, -1.8106)  -0.0689
C (1.7317, 3.0338, -1.2913)  -0.2120
C (-1.6089, 0.6527, 5.0915)  -0.4878
C (-2.5499, 2.1192, -2.3247)  -0.6973
C (4.0844, -1.6795, 2.8982)  -0.1978
H (2.8492, 4.8602, -1.0807)  0.0963
H (-3.1333, -3.4221, 4.0623)  0.0779
H (-1.5664, 2.6618, 5.8244)  0.0702
H (-1.7484, 0.2564, 6.1054)  0.1286
H (-0.5305, -1.5784, 2.0334)  0.0504
H (-3.9998, 2.1023, -0.7236)  0.0638
H (4.4005, -3.4387, 1.6670)  0.1023
H (-2.4533, 0.6254, -3.9086)  0.0367
H (3.9586, -1.4218, -2.1831)  0.0694
H (-5.1040, -0.7697, -1.1271)  0.0220
H (1.1486, 1.5067, 1.4336)  0.0597
H (-4.5932, -0.8761, -4.1594)  0.0043
H (4.1887, 1.4296, 1.4103)  0.0758
H (-3.2005, 2.1683, -4.3927)  0.0646
H (0.2733, 0.1543, -2.3581)  0.0653
H (-0.1761, 3.2997, 0.6115)  0.0850
H (3.3033, -2.2667, 3.3823)  0.1044
H (-3.0560, -3.2273, 1.5748)  0.1243
H (0.6875, 2.7347, -1.4008)  0.0896
H (1.4655, -2.1474, -1.8479)  0.1078
H (-1.7043, -4.2059, 3.3497)  0.0705
H (-4.6060, 1.4162, -2.2490)  0.0585
H (3.4647, 2.4810, -0.1690)  0.1127
H (5.5654, -2.1620, 1.3834)  0.1023
H (4.7036, -0.1962, -0.5804)  0.1124
H (2.2204, 5.1302, 1.1115)  0.0980
H (4.9367, -1.6564, 3.5856)  0.0985
H (1.4445, -2.5388, -4.8463)  0.0977
H (-1.3836, -1.7337, 0.5060)  0.0416
H (3.5092, -1.0768, -3.8290)  0.1092
H (3.1695, 0.9977, -2.7649)  0.1111
H (0.6529, 5.6443, 0.5181)  0.0994
H (-4.3552, -1.9729, -0.0690)  0.0149
H (-2.3117, -4.2733, -2.8373)  0.0070
H (1.7001, -0.2257, -5.0389)  0.1000
H (-3.9248, -4.3831, -2.1055)  0.0083
H (0.4581, 1.1767, 5.4362)  0.0710
H (3.6996, 0.3597, 3.5472)  0.1083
H (0.4355, 3.8045, 2.1766)  0.1090
H (2.4485, -3.2355, -2.8186)  0.1027
H (-1.4392, 2.0639, -4.1586)  0.0615
H (-3.1854, 2.1174, 5.3094)  0.0460
H (0.0245, 0.9247, 3.7228)  0.0312
H (0.2129, -0.4658, 4.8032)  0.0711
H (5.4033, 0.1938, 1.6158)  0.1104
H (0.9285, 1.4088, -3.3333)  0.0945
H (-3.4468, -0.5181, -0.5153)  -0.0272
H (-1.9785, 2.5387, 4.0974)  0.0467
H (-3.8578, -2.3703, -4.7523)  0.0089
H (-5.2958, -2.4418, -3.7163)  0.0079
H (2.2152, 2.8812, -2.2578)  0.0957
H (-2.5135, -4.0225, -1.0985)  0.0020
H (2.4598, 2.5712, 1.9438)  0.1026
H (-4.3963, 3.1755, -2.0815)  0.0708
H (-0.0389, -0.3166, -4.7270)  0.1009
H (1.2031, 5.0777, -1.6502)  0.1049
H (2.5082, -0.2662, 2.4207)  0.1041
H (3.8795, -2.4300, -0.4810)  0.0945
H (-1.5582, -2.6280, 4.1619)  0.0624
H (0.0726, -2.3853, -3.7277)  0.0877
H (-0.6652, -3.1759, 1.2581)  0.0804
H (2.6060, -2.0010, 0.6341)  0.1083

Cartesian forces (eV/Å) of the 6 atoms listed first:
0.2 0.6 -0.1
0.0 0.0 0.0
0.0 0.3 -0.1
0.0 -0.3 0.0
-0.2 -0.1 0.1
0.1 0.0 0.0

(2)
A structure of composition C30H63BrFN12Si2W in a non-equilibrium geometry. Source: the Open Molecules 2025 dataset; level of theory: wB97M-V/def2-TZVPD.

Relative energy (zero: lowest compared OMol25 entry of this formula, charge and spin) in kJ/mol: 0.0
HOMO energy (alpha / beta) in eV: -13.24 / -13.24
Net charge: +3
Kohn-Sham gap (alpha / beta) in eV: 4.0 / 4.3
Largest force on an atom in eV/A: 4.6
Calculated total energy in eV: -140325.2231
Multiplicity: 3
LUMO level (alpha / beta) in hartree: -0.33815 / -0.33010

Last column: Löwdin charge in e.
CARTESIAN COORDINATES (ANGSTROEM)
W (0.2419, -1.6769, 3.6318)  1.3217
Br (-1.7528, -1.1677, 2.1260)  0.1866
Si (-1.2846, 0.9023, 5.3170)  0.5141
Si (-4.5291, 0.0541, -3.4914)  1.2752
F (0.3387, 2.2885, 2.6619)  0.0554
N (1.4236, -3.2876, 4.7065)  -0.0836
N (4.9939, 0.3074, -3.5761)  -0.1052
N (0.0287, -0.0427, 4.4700)  -0.3216
N (4.5187, 2.6629, -3.7034)  -0.0779
N (3.0652, -2.7023, 2.5338)  0.0868
N (5.5919, 1.6415, -1.7168)  -0.1079
N (3.4744, -1.4547, 0.7045)  0.1843
N (-1.1491, -3.3772, 3.7574)  -0.1765
N (6.8505, 1.8963, -3.8036)  -0.0931
N (5.1896, -3.0304, 1.2407)  0.1910
N (3.8613, -2.4842, 1.4621)  -0.1716
N (2.0325, -1.8257, 2.3669)  -0.1381
C (-3.6540, 1.3810, -1.0704)  -0.0639
C (1.1764, 0.7487, 4.3385)  -0.3688
C (0.6791, -4.5528, 4.8465)  -0.2121
C (-0.7571, -4.1825, 4.9561)  -0.2114
C (6.3514, 0.4814, -4.0805)  -0.1369
C (3.4441, 1.3282, 5.1380)  -0.0568
C (-3.2487, -2.2893, -2.5337)  -0.0700
C (-4.3451, -1.9021, -3.5702)  -0.5972
C (2.4306, -1.0092, 1.3332)  -0.1427
C (-2.4072, -0.5679, 5.9026)  -0.1663
C (-5.7484, -2.4394, -3.3414)  -0.1141
C (-1.5763, 0.6767, -4.0316)  -0.0751
C (-3.3424, 0.5852, -6.0222)  -0.0740
C (4.6463, 2.6847, -2.2261)  -0.1623
C (-0.4960, 1.6520, 6.8924)  -0.1501
C (-3.1632, 2.5025, -4.3131)  -0.1105
C (-3.0189, 0.9474, -4.5092)  -0.5403
C (-4.9635, 0.9840, -1.8382)  -0.5889
C (-2.0919, 2.2682, 4.3514)  -0.1548
C (4.0515, 1.3247, -3.9905)  -0.2045
C (2.6547, 2.2256, 3.1215)  0.0275
C (6.9003, 1.9111, -2.3278)  -0.1771
C (2.2666, 0.5971, 5.2393)  -0.0216
C (-5.9061, 0.1178, -0.9934)  -0.0992
C (-3.8325, -2.5766, -4.8877)  -0.0854
C (5.8969, 2.8936, -4.2498)  -0.1579
C (1.3879, 1.7178, 3.3573)  -0.2084
C (3.6503, 2.1525, 4.1023)  -0.0270
C (5.1082, 0.3762, -2.1138)  -0.2411
C (-5.7042, 2.3323, -2.1923)  -0.0689
H (5.8074, -2.2280, 1.3619)  0.1212
H (1.9028, -0.0986, 1.1648)  0.1201
H (4.1351, 0.1401, -1.7053)  0.0950
H (-2.3037, -1.6970, -2.7669)  0.0896
H (2.8817, 2.7968, 2.2219)  0.1395
H (-5.8517, -2.5552, -2.2341)  0.0904
H (-1.2514, -0.3095, -4.1318)  0.0411
H (-5.3939, -0.7027, -0.5579)  0.0573
H (3.6264, 2.5917, -1.8081)  0.1220
H (5.8124, 2.9051, -5.3639)  0.1392
H (1.7834, -2.9595, 5.6057)  0.1266
H (-1.0155, -3.8846, 2.8729)  0.1057
H (4.1638, 1.2340, 5.9249)  0.1249
H (-2.9887, 2.7892, -3.3281)  0.0214
H (7.0813, -0.1636, -3.5741)  0.1209
H (-2.8881, -2.1690, -5.3377)  0.0838
H (-6.6055, -1.8209, -3.6616)  0.0842
H (7.1727, 2.9385, -2.0730)  0.1230
H (-5.9137, -3.4085, -3.8320)  0.0965
H (-2.3692, 3.0686, -4.8441)  0.1119
H (6.3040, 0.3434, -5.1770)  0.1326
H (-0.8782, -3.5864, 5.8996)  0.1419
H (1.0696, -5.0950, 5.7329)  0.1564
H (-6.2652, 0.6744, -0.1419)  0.0872
H (-4.5993, -2.7131, -5.6844)  0.1053
H (-3.4312, -3.5737, -4.5790)  0.0968
H (-3.9479, 1.6143, -0.0336)  0.1003
H (-4.1349, 2.8943, -4.5693)  0.0804
H (-3.1254, 2.3514, 4.6452)  0.0430
H (3.9409, 1.1742, -5.0481)  0.1212
H (3.1063, 1.1839, -3.4950)  0.1106
H (0.8567, -5.1492, 3.9346)  0.1413
H (4.5434, 2.6861, 4.0116)  0.1168
H (-2.9624, -3.2937, -2.6877)  0.0696
H (-1.3397, -5.1155, 4.9960)  0.1452
H (0.1200, 0.8429, 7.3912)  0.0483
H (-4.3353, 0.1715, -6.2918)  0.0817
H (-2.1509, 1.9821, 3.2834)  0.0228
H (-6.4242, 2.1364, -2.9597)  0.0740
H (2.1343, -0.1205, 6.0055)  0.1006
H (5.9422, -0.3201, -1.8314)  0.1261
H (-6.7824, -0.2361, -1.5977)  0.1041
H (2.2383, -3.4457, 4.0610)  0.0646
H (5.3758, -3.7368, 1.9369)  0.1079
H (5.0664, 3.5674, -1.8946)  0.0898
H (6.3325, 3.8411, -3.8240)  0.1390
H (-5.0096, 3.0796, -2.5704)  0.0603
H (-1.3746, 1.0440, -3.0088)  0.0851
H (0.2569, 2.4052, 6.6571)  0.0345
H (-1.2534, 1.9403, 7.6410)  0.0581
H (-0.9782, 1.2869, -4.7603)  0.1179
H (-6.1240, 2.7532, -1.2513)  0.1120
H (-3.4615, -2.0512, -1.4798)  0.0746
H (7.6338, 1.1464, -1.9819)  0.1346
H (-3.2116, 1.4989, -6.6049)  0.0896
H (-2.8411, 0.6090, -1.0445)  0.0763
H (-2.1094, -2.9926, 3.7756)  0.0388
H (-3.3664, -0.1848, 6.2997)  0.0556
H (-2.5645, -1.2434, 5.0587)  -0.0372
H (-1.8977, -1.1770, 6.6595)  0.0282
H (-2.6869, -0.1998, -6.3367)  0.0597
H (-1.5495, 3.2069, 4.4492)  0.0503
H (-3.1858, 2.2609, -1.4928)  0.0600

Cartesian forces (eV/Å) of the 6 atoms listed first:
-0.6 -0.8 -0.5
0.5 0.6 -0.4
-1.4 -0.4 2.3
4.5 -0.1 0.7
1.1 -1.4 0.3
1.1 0.9 -1.2

- The highest largest force on an atom belongs to which entry?
  C30H63BrFN12Si2W